w.
Below is a 2-piece molecular cluster, C3H4NO overall, with properties calculated with the ωB97M-V functional and the def2-TZVPD basis.

Frontier orbital gap, eV: 9.715
HOMO level, eV: -14.31

```
! wB97M-V def2-TZVPD RIJCOSX def2/J DEFGRID3
* xyz 1 1
C 1.634 0.829 -1.806
C -1.904 -0.800 2.233
C 0.918 0.283 -0.896
N -1.698 -0.724 1.148
O 0.322 -0.258 -0.071
H 1.464 1.854 -1.832
H 2.416 0.360 -2.330
H -2.311 -0.893 3.162
H -0.841 -0.651 0.392
*
```

x.
Below is an isolated ion of composition C3H4NO and charge +1, with properties calculated with the ωB97M-V functional and the def2-TZVPD basis.

Frontier orbital gap, eV: 8.137
HOMO level, eV: -15.43

```
! wB97M-V def2-TZVPD RIJCOSX def2/J DEFGRID3
* xyz 1 1
C -2.496 0.225 0.165
C -0.301 0.691 -0.250
C -0.516 -0.833 -0.227
N -1.328 1.207 0.112
O -1.936 -0.865 0.085
H -1.782 1.717 -0.804
H 0.802 0.938 -0.218
H -0.448 -1.354 -1.272
H -0.058 -1.487 0.464
*
```

y.
Below is an isolated ion of composition C3H4NO and charge +1, with properties calculated with the ωB97M-V functional and the def2-TZVPD basis.

Frontier orbital gap, eV: 10.337
SMILES: C=[N+]=C1CO1
HOMO level, eV: -16.14

```
! wB97M-V def2-TZVPD RIJCOSX def2/J DEFGRID3
* xyz 1 1
C 0.501 0.220 0.032
C -2.078 0.457 0.000
C 2.185 -0.152 -0.039
N -0.798 0.299 -0.013
O 1.468 1.067 0.022
H -2.588 0.548 -0.919
H -2.643 0.280 1.067
H 2.505 -0.339 0.913
H 2.562 -0.718 -0.892
*
```

w is the most stable structure shown above.